{
  "formula": "C12H17N",
  "method": "ωB97M-V/def2-TZVPD",
  "elements": ["C", "C", "C", "N", "C", "C", "C", "C", "C", "C", "H", "H", "H", "H", "H", "H", "H", "H", "H", "C", "C", "C", "H", "H", "H", "H", "H", "H", "H", "H"],
  "positions_angstrom": [[2.869, -0.811, 2.057], [1.791, -1.040, 0.981], [0.969, -2.119, 1.043], [0.085, -2.249, -0.131], [0.355, -1.081, -0.804], [-0.223, -0.531, -1.967], [0.133, 0.665, -2.523], [1.153, 1.386, -1.826], [1.754, 0.942, -0.705], [1.481, -0.331, -0.203], [2.544, -0.425, 3.014], [3.458, -0.001, 1.538], [3.532, -1.688, 2.280], [0.894, -3.030, 1.647], [-0.390, -3.050, -0.345], [-1.019, -1.068, -2.521], [-0.128, 0.993, -3.637], [1.464, 2.168, -2.454], [2.437, 1.528, -0.050], [-3.486, 2.056, -0.040], [-3.375, 1.244, 1.255], [-1.843, 1.060, 1.705], [-4.507, 2.435, -0.159], [-3.567, 1.378, -0.878], [-2.700, 2.873, -0.093], [-3.883, 1.544, 2.123], [-3.717, 0.116, 1.176], [-1.881, 1.322, 2.722], [-1.424, 0.152, 1.474], [-1.171, 1.848, 1.244]],
  "e_tot_ev": -14207.675,
  "e_homo_ev": -8.1
}

{
  "formula": "C27H27F9O27",
  "method": "ωB97M-V/def2-TZVPD",
  "elements": ["O", "C", "O", "C", "C", "F", "O", "H", "H", "H", "O", "C", "O", "C", "C", "F", "O", "H", "H", "H", "O", "C", "O", "C", "C", "F", "O", "H", "H", "H", "O", "C", "O", "C", "C", "F", "O", "H", "H", "H", "O", "C", "O", "C", "C", "F", "O", "H", "H", "H", "O", "C", "O", "C", "C", "F", "O", "H", "H", "H", "O", "C", "O", "C", "C", "F", "O", "H", "H", "H", "O", "C", "O", "C", "C", "F", "O", "H", "H", "H", "O", "C", "O", "C", "C", "F", "O", "H", "H", "H"],
  "positions_angstrom": [[-11.174, -17.273, -15.278], [-10.608, -17.204, -16.356], [-9.628, -16.360, -16.703], [-9.294, -16.454, -18.111], [-10.162, -17.638, -18.587], [-9.386, -18.751, -18.824], [-10.983, -17.916, -17.474], [-9.484, -15.496, -18.590], [-8.215, -16.676, -18.133], [-10.874, -17.463, -19.399], [-10.069, -8.992, -5.412], [-10.241, -9.156, -6.587], [-9.877, -10.296, -7.209], [-10.279, -10.242, -8.560], [-10.955, -8.955, -8.737], [-12.310, -9.114, -8.790], [-10.711, -8.216, -7.540], [-9.339, -10.337, -9.100], [-10.903, -11.110, -8.770], [-10.591, -8.347, -9.552], [-15.626, -12.525, -17.433], [-15.326, -13.381, -16.586], [-14.077, -13.851, -16.282], [-14.262, -14.854, -15.220], [-15.738, -14.952, -14.999], [-16.018, -14.507, -13.725], [-16.338, -14.133, -15.942], [-13.882, -15.815, -15.576], [-13.713, -14.516, -14.348], [-16.159, -15.951, -15.117], [-7.678, -11.732, -17.421], [-7.120, -12.327, -16.488], [-7.503, -13.511, -15.952], [-6.590, -13.935, -14.915], [-5.459, -12.967, -15.169], [-4.377, -13.479, -15.869], [-5.993, -11.882, -15.898], [-7.058, -13.812, -13.939], [-6.374, -14.997, -15.044], [-4.992, -12.515, -14.323], [-12.704, -13.674, -7.370], [-13.183, -13.306, -8.401], [-12.695, -12.355, -9.185], [-13.435, -12.190, -10.367], [-14.343, -13.393, -10.364], [-13.828, -14.333, -11.219], [-14.237, -13.952, -9.029], [-13.979, -11.255, -10.355], [-12.798, -12.213, -11.247], [-15.422, -13.318, -10.495], [-5.244, -13.470, -11.809], [-5.718, -12.393, -11.523], [-5.173, -11.428, -10.802], [-5.941, -10.225, -10.933], [-7.065, -10.588, -11.853], [-6.713, -9.996, -13.077], [-6.954, -11.940, -12.018], [-6.230, -9.917, -9.941], [-5.371, -9.398, -11.395], [-8.125, -10.415, -11.681], [-5.684, -11.855, -7.850], [-6.576, -12.636, -8.042], [-7.810, -12.343, -8.491], [-8.709, -13.455, -8.277], [-7.735, -14.584, -8.028], [-7.579, -15.243, -9.230], [-6.579, -13.934, -7.592], [-9.382, -13.303, -7.437], [-9.229, -13.539, -9.236], [-8.027, -15.325, -7.285], [-10.026, -11.991, -11.634], [-10.128, -13.128, -12.015], [-11.043, -13.641, -12.865], [-10.794, -14.970, -13.227], [-9.516, -15.317, -12.375], [-8.536, -15.746, -13.164], [-9.204, -14.093, -11.720], [-11.657, -15.635, -13.017], [-10.534, -14.957, -14.300], [-9.648, -15.988, -11.527], [-10.511, -15.875, -8.371], [-11.440, -16.533, -8.719], [-12.505, -16.993, -8.079], [-13.452, -17.627, -8.957], [-12.740, -17.664, -10.292], [-13.373, -17.058, -11.326], [-11.554, -16.904, -10.084], [-13.735, -18.621, -8.611], [-14.295, -16.972, -8.968], [-12.321, -18.612, -10.662]],
  "e_tot_ev": -108177.883,
  "e_homo_ev": -11.1
}

{
  "formula": "C11H24F5HgN3O2TeV",
  "method": "ωB97M-V/def2-TZVPD",
  "elements": ["N", "C", "O", "Hg", "V", "N", "N", "C", "C", "C", "C", "C", "C", "C", "C", "H", "H", "H", "H", "H", "H", "H", "H", "H", "H", "H", "H", "H", "H", "H", "H", "H", "H", "C", "H", "H", "H", "C", "H", "H", "H", "F", "Te", "F", "F", "F", "F", "O"],
  "positions_angstrom": [[-1.695, -0.586, -0.396], [-2.652, -1.320, -0.608], [-3.203, -2.379, -0.284], [-4.251, -0.979, -1.947], [-0.039, -0.091, 0.013], [-0.225, 1.057, 1.461], [0.603, 0.735, -1.517], [-1.313, 1.059, 2.462], [1.090, 0.036, -2.731], [-2.617, 1.472, 1.789], [-1.051, 2.013, 3.623], [-1.477, -0.356, 3.016], [1.108, 0.938, -3.960], [2.509, -0.468, -2.468], [0.190, -1.160, -3.024], [-2.536, 2.496, 1.405], [-3.428, 1.436, 2.528], [-2.874, 0.805, 0.961], [-0.174, 1.712, 4.208], [-1.917, 1.995, 4.297], [-0.921, 3.041, 3.266], [-1.772, -1.067, 2.236], [-2.252, -0.356, 3.792], [-0.537, -0.706, 3.456], [0.116, 1.362, -4.148], [1.387, 0.338, -4.833], [1.839, 1.747, -3.866], [3.172, 0.378, -2.245], [2.886, -0.983, -3.360], [2.534, -1.167, -1.623], [0.232, -1.927, -2.243], [0.521, -1.620, -3.964], [-0.851, -0.838, -3.148], [0.910, 2.150, -1.391], [0.390, 2.550, -0.513], [1.992, 2.342, -1.270], [0.576, 2.706, -2.279], [1.085, 1.542, 1.888], [1.365, 1.188, 2.894], [1.862, 1.197, 1.189], [1.112, 2.644, 1.902], [-0.310, -3.079, 1.937], [1.203, -3.265, 0.793], [2.641, -3.465, -0.429], [-0.016, -3.388, -0.674], [2.379, -3.161, 2.274], [1.090, -5.159, 0.964], [1.323, -1.422, 0.570]],
  "e_tot_ev": -71085.012,
  "spin_multiplicity": 2,
  "e_homo_ev": [-16.4, -16.4],
  "charge": 2
}

{
  "formula": "C7H9N",
  "method": "ωB97M-V/def2-TZVPD",
  "elements": ["C", "C", "C", "C", "C", "C", "C", "N", "H", "H", "H", "H", "H", "H", "H", "H", "H"],
  "positions_angstrom": [[1.187, -0.166, 1.616], [0.700, 1.155, 1.212], [0.084, 0.425, -0.695], [0.607, 2.276, 1.868], [-0.850, 1.101, -1.195], [0.566, -0.992, -0.539], [-0.305, -2.145, -0.804], [1.097, -1.230, 0.871], [1.482, -0.177, 2.655], [0.271, 3.222, 1.506], [1.059, 2.496, 2.860], [-1.491, 0.742, -2.146], [-1.131, 2.115, -0.958], [1.334, -1.033, -1.262], [-0.488, -2.325, -1.866], [-1.310, -2.061, -0.276], [0.305, -3.011, -0.387]],
  "e_tot_ev": -8890.099,
  "e_homo_ev": -9.1
}

{
  "formula": "C21H41N3O30S5",
  "method": "ωB97M-V/def2-TZVPD",
  "elements": ["C", "N", "O", "O", "H", "H", "H", "C", "N", "O", "O", "H", "H", "H", "C", "N", "O", "O", "H", "H", "H", "O", "S", "O", "O", "C", "C", "O", "H", "H", "H", "H", "O", "S", "O", "O", "C", "C", "O", "H", "H", "H", "H", "O", "S", "O", "O", "C", "C", "O", "H", "H", "H", "H", "O", "S", "O", "O", "C", "C", "O", "H", "H", "H", "H", "O", "S", "O", "O", "C", "C", "O", "H", "H", "H", "H", "O", "C", "C", "C", "C", "O", "H", "H", "H", "H", "H", "H", "O", "C", "C", "C", "C", "O", "H", "H", "H", "H", "H", "H"],
  "positions_angstrom": [[-16.430, -5.069, -6.288], [-17.196, -3.977, -5.663], [-17.412, -2.963, -6.278], [-17.462, -4.021, -4.435], [-16.954, -5.230, -7.230], [-16.438, -5.956, -5.654], [-15.413, -4.687, -6.381], [-20.842, -9.523, -6.962], [-19.617, -9.383, -6.150], [-19.711, -8.689, -5.101], [-18.560, -9.821, -6.565], [-20.454, -10.089, -7.809], [-21.181, -8.559, -7.342], [-21.688, -9.897, -6.386], [-20.645, -5.711, -1.267], [-21.510, -5.555, -0.058], [-22.180, -6.569, 0.274], [-21.497, -4.523, 0.599], [-21.144, -5.692, -2.236], [-20.154, -6.655, -1.031], [-19.924, -4.894, -1.271], [-13.098, -7.699, -8.612], [-13.797, -8.876, -9.188], [-14.389, -9.946, -8.386], [-15.011, -8.301, -10.256], [-14.333, -7.932, -11.436], [-13.352, -9.040, -11.728], [-12.885, -9.424, -10.475], [-15.047, -7.939, -12.259], [-13.941, -6.924, -11.300], [-12.495, -8.628, -12.261], [-13.706, -9.932, -12.243], [-15.995, -5.959, 0.183], [-15.293, -7.191, -0.219], [-15.108, -8.328, 0.698], [-15.759, -7.764, -1.663], [-14.723, -8.366, -2.342], [-13.528, -7.452, -2.089], [-13.776, -6.807, -0.849], [-14.785, -9.357, -1.892], [-15.032, -8.342, -3.387], [-13.635, -6.619, -2.783], [-12.548, -7.907, -2.237], [-18.829, -3.599, -10.576], [-20.059, -4.412, -10.562], [-20.270, -5.275, -9.412], [-21.420, -3.475, -10.731], [-22.449, -4.107, -11.413], [-21.722, -4.980, -12.444], [-20.396, -5.196, -11.972], [-23.043, -4.675, -10.697], [-23.014, -3.296, -11.874], [-21.623, -4.381, -13.350], [-22.291, -5.869, -12.715], [-22.796, -0.053, -6.593], [-22.567, 0.389, -5.245], [-23.680, 0.959, -4.479], [-21.889, -0.815, -4.383], [-21.002, -0.280, -3.420], [-20.437, 0.968, -4.110], [-21.305, 1.388, -5.181], [-21.604, 0.006, -2.557], [-20.190, -0.971, -3.192], [-19.448, 0.666, -4.457], [-20.255, 1.897, -3.569], [-10.192, 1.015, -9.565], [-10.753, 0.135, -8.507], [-10.353, 0.390, -7.158], [-12.437, -0.144, -8.552], [-12.733, -1.373, -9.146], [-11.634, -2.291, -8.707], [-10.396, -1.483, -8.858], [-13.749, -1.561, -8.799], [-12.801, -1.213, -10.222], [-11.652, -3.293, -9.135], [-11.655, -2.540, -7.646], [-16.593, 0.842, -11.859], [-17.566, 0.921, -11.124], [-18.981, 0.968, -11.600], [-19.754, 1.056, -10.275], [-18.718, 1.311, -9.143], [-17.521, 1.026, -9.774], [-19.091, 1.780, -12.319], [-19.335, 0.072, -12.111], [-20.628, 1.696, -10.392], [-20.317, 0.132, -10.142], [-18.709, 2.374, -8.903], [-18.883, 0.665, -8.281], [-11.281, -3.199, -3.556], [-11.933, -2.225, -3.304], [-11.517, -1.025, -2.544], [-12.627, -0.028, -2.857], [-13.716, -0.809, -3.452], [-13.226, -2.083, -3.652], [-11.498, -1.248, -1.477], [-10.555, -0.687, -2.929], [-12.903, 0.559, -1.982], [-12.218, 0.761, -3.487], [-14.629, -0.822, -2.858], [-13.904, -0.372, -4.433]],
  "e_tot_ev": -142495.785,
  "e_homo_ev": -10.2
}